1.
19
Properties=species:S:1:pos:R:3:forces:R:3:nbo_charge:R:1 method="wB97M-V/def2-TZVPD" e_tot_ha=-310.9856 homo_ev=-8.82 e_above_lowest_ev=2.004 spin_multiplicity=1 smiles="C/C=C/C[C@@H](C)O" e_lumo_ha=0.0362
C 2.49430 0.12332 0.66503 0.279 0.148 -0.043 -0.646
C 1.31871 -0.28190 -0.16516 0.763 0.730 -1.501 -0.217
C 0.54766 0.59665 -0.82413 0.515 -0.228 0.093 -0.192
C -0.73842 0.19970 -1.46808 -0.120 -0.114 0.274 -0.457
C -1.67037 0.08625 -0.23420 -0.854 -1.003 -0.090 0.092
C -1.17039 -0.89952 0.79807 1.739 0.122 0.633 -0.643
O -2.02826 1.37789 0.22977 0.125 0.016 0.266 -0.723
H 2.81066 -0.61344 1.41186 -0.213 0.056 -0.189 0.215
H 2.33539 1.08055 1.17044 0.014 -0.105 -0.111 0.213
H 3.30457 0.24397 -0.05384 0.415 0.072 0.283 0.225
H 1.27838 -1.33637 -0.43967 -0.257 0.076 0.176 0.200
H 0.66467 1.66032 -0.62499 0.086 -0.073 0.021 0.198
H -0.69174 -0.77396 -1.97543 0.104 0.158 0.172 0.210
H -1.11614 0.94046 -2.18888 0.049 -0.216 0.381 0.227
H -2.57904 -0.49446 -0.41099 -0.598 0.876 -1.168 0.176
H -0.02497 -0.75355 0.96665 -2.550 -0.422 0.667 0.224
H -1.80039 -0.81182 1.69246 0.367 -0.113 -0.015 0.217
H -1.30939 -1.90167 0.36419 0.107 0.170 0.287 0.212
H -1.62524 1.55759 1.08689 0.029 -0.148 -0.137 0.469



2.
79
Properties=species:S:1:pos:R:3:forces:R:3:lowdin_charge:R:1 method="wB97M-V/def2-TZVPD" e_tot_ha=-2671.2741 homo_ev=0.41 spin_multiplicity=1 charge=-2 e_lumo_ha=0.1658
Pd -1.00932 -1.66320 0.14780 -0.024 0.518 0.588 0.182
F 5.74584 -1.63333 2.43410 -0.103 -0.058 -0.006 0.064
C 4.47267 -2.08568 2.32118 0.097 0.038 -0.035 -0.168
C 3.87059 -2.21721 1.08276 -0.030 0.000 -0.166 -0.164
F 4.57768 -1.89988 -0.02611 -0.045 -0.015 0.110 0.074
C 2.56946 -2.67409 0.96851 0.130 0.070 -0.437 -0.263
F 2.09536 -2.79420 -0.28580 0.097 0.010 0.301 0.047
C 1.76877 -3.00954 2.07127 -0.272 -0.074 0.137 -0.648
S 0.11549 -3.49313 1.95476 0.189 0.027 -0.198 0.512
C 2.43395 -2.87623 3.30187 0.095 0.072 0.241 -0.270
F 1.78840 -3.17070 4.44985 0.052 0.014 -0.088 0.038
C 3.73800 -2.43415 3.43713 -0.105 -0.016 0.103 -0.167
F 4.30437 -2.33059 4.66326 -0.055 0.013 -0.119 0.070
F -1.78528 -5.20050 -5.07086 0.021 -0.005 -0.018 -0.038
C -2.05997 -4.59698 -3.85607 -0.005 0.038 -0.005 -0.330
C -2.43966 -3.26879 -3.82397 0.007 0.088 0.034 -0.071
C -2.72320 -2.66884 -2.60873 -0.086 -0.012 -0.031 -0.094
C -2.65441 -3.36347 -1.36668 -0.259 -0.067 -0.033 -0.387
C -2.99971 -2.75236 -0.11497 0.263 0.082 -0.317 -0.233
C -2.24464 -4.71991 -1.47468 0.098 -0.046 -0.031 -0.079
C -1.95128 -5.32263 -2.69001 0.003 -0.028 0.133 -0.068
H -2.49592 -2.70516 -4.74913 -0.021 0.002 0.002 0.095
H -3.00278 -1.62048 -2.58816 0.014 0.003 -0.012 0.085
H -3.17714 -3.43501 0.71250 0.024 -0.008 0.013 0.006
H -3.71773 -1.93713 -0.17801 -0.025 -0.003 0.004 -0.003
H -2.14326 -5.29557 -0.56150 0.009 -0.015 -0.007 0.095
H -1.63986 -6.36065 -2.73419 0.008 0.002 0.016 0.097
C -3.55113 3.41273 -0.34033 0.005 -0.040 0.000 -0.224
C -3.42515 2.31086 -1.38686 0.057 0.017 0.026 -0.202
C -2.01317 1.69350 -1.36552 -0.030 0.014 0.094 -0.218
C -1.33994 1.77093 0.02105 -0.097 -0.122 -0.020 -0.445
C -2.43591 1.61645 1.08186 0.032 0.123 -0.029 -0.221
C -3.40204 2.81508 1.06628 0.035 -0.025 -0.019 -0.201
P -0.11773 0.35694 0.16766 -0.067 -0.687 -0.231 0.932
C 1.09201 0.69731 -1.23120 -0.035 0.155 -0.071 -0.419
C 1.45617 2.15968 -1.57785 0.069 -0.083 -0.013 -0.205
C 1.94483 2.31086 -3.02808 0.025 -0.033 0.025 -0.215
C 2.78264 1.10192 -3.43339 -0.058 -0.008 0.007 -0.213
C 1.91690 -0.17397 -3.44938 -0.009 0.012 0.027 -0.192
C 0.71094 -0.06857 -2.50362 0.065 0.002 0.032 -0.233
C 0.96416 0.88738 1.60447 -0.107 0.138 0.090 -0.408
C 0.45180 0.27326 2.91799 0.018 0.052 -0.003 -0.226
C 1.30890 0.75844 4.08299 -0.046 0.046 -0.024 -0.192
C 1.10464 2.27242 4.30919 -0.015 -0.044 -0.054 -0.203
C 0.62159 2.97836 3.03287 0.047 -0.016 0.020 -0.212
C 1.29837 2.39248 1.79570 0.052 -0.100 0.052 -0.198
H -4.50477 3.94178 -0.43299 0.001 0.012 0.000 0.094
H -2.76155 4.15166 -0.51401 -0.013 0.014 -0.004 0.104
H -3.64813 2.70012 -2.38405 -0.020 -0.030 -0.017 0.097
H -4.16874 1.53547 -1.17790 -0.008 0.005 0.004 0.110
H -1.38724 2.18129 -2.11806 0.020 0.013 0.014 0.095
H -2.07940 0.63117 -1.62762 0.020 0.010 -0.052 0.076
H -0.85215 2.74272 0.15554 -0.004 0.041 -0.030 0.090
H -2.01356 1.50510 2.08148 -0.019 -0.020 -0.039 0.076
H -2.95241 0.67593 0.87187 -0.014 -0.011 0.013 0.098
H -3.04783 3.58954 1.75485 -0.008 0.005 0.015 0.095
H -4.38188 2.49249 1.43285 -0.007 0.011 0.009 0.100
H 1.99345 0.20144 -0.84855 0.014 -0.015 0.009 0.099
H 2.24743 2.50295 -0.90500 -0.007 0.001 0.004 0.100
H 0.60318 2.82277 -1.41727 -0.003 0.029 0.001 0.082
H 2.52191 3.23498 -3.13504 -0.024 0.024 -0.004 0.096
H 1.08752 2.39502 -3.70458 0.001 -0.002 -0.006 0.105
H 3.59945 0.99009 -2.71276 -0.001 0.002 0.001 0.106
H 3.24712 1.26295 -4.41057 0.029 -0.012 0.002 0.093
H 2.52531 -1.03327 -3.15658 0.004 -0.002 -0.008 0.104
H 1.56462 -0.36877 -4.46675 -0.005 -0.016 -0.003 0.100
H 0.34548 -1.05930 -2.22427 -0.027 0.002 -0.022 0.081
H -0.11791 0.43433 -3.00937 -0.013 0.002 0.009 0.095
H 1.89948 0.36155 1.37602 0.002 -0.034 0.008 0.093
H 0.44220 -0.81151 2.82562 0.017 -0.055 0.006 0.057
H -0.59046 0.55419 3.10096 0.031 -0.041 -0.005 0.094
H 2.35948 0.55014 3.85229 -0.001 -0.008 0.006 0.105
H 1.07511 0.20380 4.99449 0.021 -0.011 0.004 0.104
H 2.04204 2.73083 4.64087 -0.001 0.000 0.022 0.095
H 0.37604 2.43510 5.10913 0.002 0.008 0.016 0.096
H 0.82419 4.05183 3.10492 -0.025 0.011 -0.017 0.099
H -0.46214 2.87419 2.93134 0.000 -0.006 0.007 0.092
H 2.38228 2.51171 1.91876 0.008 0.002 -0.031 0.111
H 1.02752 2.97104 0.91439 0.013 0.044 0.002 0.069